Here is the molecule C10H13N5O4 at a distorted geometry from OMol25. Energies are from wB97M-V/def2-TZVPD.

Atoms and positions in Å:
C1 4.8398 0.2648 -0.0509
C2 3.4355 0.1291 -0.5405
C3 2.3598 0.4978 0.1759
N1 1.0616 0.3858 -0.2591
C4 0.7848 -0.1893 -1.4862
O1 -0.3334 -0.3672 -1.9142
N2 1.8925 -0.5366 -2.2173
C5 3.2360 -0.4421 -1.8673
O2 4.0977 -0.8136 -2.6289
H1 1.6945 -0.9427 -3.1263
C6 -0.0233 0.7384 0.6699
O3 -0.5758 -0.3981 1.2572
C7 -1.7903 -0.7470 0.6102
C8 -2.6989 -1.4441 1.6284
O4 -3.9011 -1.8776 1.0517
H2 -3.7138 -2.5573 0.3940
H3 -2.9699 -0.7468 2.4240
H4 -2.1372 -2.2743 2.0747
C9 -2.3672 0.5681 0.0163
N3 -3.4003 1.1490 0.8145
N4 -4.5646 0.9126 0.8109
N5 -5.6750 0.8804 0.9645
C10 -1.1638 1.5252 0.0089
H5 -1.4017 2.4063 0.6029
H6 -0.9029 1.8329 -0.9993
H7 -2.7265 0.3778 -1.0006
H8 -1.5812 -1.4345 -0.2220
H9 0.4567 1.3127 1.4699
H10 2.4722 0.9185 1.1651
H11 5.3056 -0.7176 0.0052
H12 4.8703 0.7354 0.9273
H13 5.4198 0.8542 -0.7588

Summary:
largest force on an atom = 2.796 eV/Å
electronic energy = -963.58402 a.u.
spin multiplicity = 1
LUMO energy = 0.53 eV
charge = 0